(1)
{
  "formula": "C43H40FeNOP2",
  "method": "wB97M-V/def2-TZVPD",
  "symbols": ["Fe", "P", "C", "O", "P", "C", "C", "C", "C", "C", "C", "C", "C", "C", "C", "C", "H", "H", "H", "H", "H", "C", "C", "C", "C", "C", "H", "H", "H", "H", "H", "C", "C", "C", "C", "C", "H", "H", "H", "H", "H", "C", "C", "C", "C", "C", "H", "H", "H", "H", "H", "C", "C", "C", "C", "C", "H", "H", "H", "H", "H", "C", "C", "C", "C", "C", "H", "H", "H", "H", "H", "H", "H", "C", "C", "C", "C", "C", "C", "N", "H", "H", "H", "H", "H", "H", "H", "H"],
  "coordinates": [[0.279, 0.129, 0.527], [-0.781, 2.195, 0.684], [-0.747, -0.717, 1.918], [-1.426, -1.266, 2.674], [1.595, -1.732, 0.047], [-2.270, 2.189, 1.743], [-1.403, 2.891, -0.884], [0.257, 3.520, 1.393], [3.155, -1.838, 0.993], [0.770, -3.327, 0.386], [2.113, -1.896, -1.695], [-2.380, 2.958, 2.907], [-3.548, 2.907, 3.669], [-4.610, 2.097, 3.269], [-4.504, 1.333, 2.104], [-3.339, 1.372, 1.343], [-1.555, 3.591, 3.221], [-3.626, 3.501, 4.576], [-5.519, 2.058, 3.864], [-5.328, 0.699, 1.791], [-3.245, 0.775, 0.437], [0.938, 3.264, 2.593], [1.723, 4.251, 3.182], [1.853, 5.500, 2.570], [1.190, 5.757, 1.371], [0.389, 4.774, 0.786], [0.853, 2.285, 3.057], [2.242, 4.042, 4.113], [2.474, 6.266, 3.024], [1.292, 6.724, 0.887], [-0.128, 4.980, -0.146], [-2.557, 3.688, -0.891], [-3.010, 4.255, -2.080], [-2.318, 4.028, -3.271], [-1.175, 3.228, -3.269], [-0.720, 2.657, -2.083], [-3.104, 3.856, 0.032], [-3.907, 4.868, -2.078], [-2.676, 4.465, -4.199], [-0.644, 3.034, -4.197], [0.148, 2.008, -2.076], [0.141, -3.969, -0.693], [-0.503, -5.187, -0.495], [-0.533, -5.769, 0.775], [0.087, -5.131, 1.848], [0.742, -3.913, 1.656], [0.163, -3.503, -1.677], [-0.987, -5.680, -1.333], [-1.043, -6.717, 0.926], [0.063, -5.579, 2.837], [1.227, -3.420, 2.492], [3.258, -1.130, 2.199], [4.415, -1.215, 2.968], [5.489, -1.996, 2.533], [5.397, -2.694, 1.330], [4.232, -2.622, 0.564], [2.431, -0.507, 2.525], [4.484, -0.665, 3.902], [6.396, -2.054, 3.129], [6.231, -3.298, 0.984], [4.163, -3.169, -0.371], [2.710, -3.079, -2.152], [3.145, -3.180, -3.472], [2.985, -2.104, -4.346], [2.385, -0.927, -3.896], [1.945, -0.824, -2.579], [2.827, -3.921, -1.477], [3.602, -4.103, -3.819], [3.318, -2.187, -5.377], [2.245, -0.092, -4.577], [1.454, 0.077, -2.228], [1.362, 0.621, 1.587], [1.291, 0.913, -0.511], [-2.842, -2.125, 0.671], [-2.321, -1.516, -0.602], [-3.066, -1.873, -1.692], [-2.508, -1.307, -2.749], [-1.410, -0.587, -2.326], [-0.747, 0.042, -3.540], [-1.240, -0.671, -0.925], [-3.732, -2.772, 0.505], [-3.243, -1.346, 1.345], [-2.092, -2.816, 1.103], [-3.945, -2.505, -1.721], [-2.873, -1.420, -3.764], [-0.462, -0.782, -4.231], [-1.513, 0.646, -4.071], [0.118, 0.684, -3.546]],
  "lowdin_charge": [0.3630, 1.0350, -0.0873, 0.1854, 1.0463, -0.3630, -0.3540, -0.3570, -0.3327, -0.3525, -0.3416, -0.0518, -0.0394, -0.0416, -0.0550, -0.1233, 0.1056, 0.1205, 0.1201, 0.1169, 0.0953, -0.1278, -0.0552, -0.0466, -0.0475, -0.0585, 0.0872, 0.1156, 0.1185, 0.1178, 0.1049, -0.0661, -0.0404, -0.0405, -0.0719, -0.1211, 0.1141, 0.1199, 0.1198, 0.1171, 0.0607, -0.1050, -0.0509, -0.0475, -0.0515, -0.0796, 0.1061, 0.1172, 0.1190, 0.1188, 0.1124, -0.1179, -0.0555, -0.0466, -0.0434, -0.0585, 0.0432, 0.1145, 0.1185, 0.1186, 0.0834, -0.1057, -0.0340, -0.0379, -0.0653, -0.1255, 0.1105, 0.1219, 0.1205, 0.1177, 0.0312, 0.0071, 0.1009, -0.0249, -0.2815, -0.0252, -0.0269, -0.2148, -0.0436, 0.0647, 0.1122, 0.0742, 0.0848, 0.1429, 0.1483, 0.1180, 0.1101, 0.0359],
  "fmax_ev_per_a": 6.6,
  "s_squared": 8.868,
  "energy_ev": -101722.6849,
  "total_charge": 2,
  "spin_multiplicity": 6,
  "homo_lumo_gap_ev": [5.83, 5.74]
}



(2)
{
  "formula": "C43H40N3O4P2S4Y",
  "method": "wB97M-V/def2-TZVPD",
  "symbols": ["Y", "O", "C", "C", "C", "C", "C", "C", "C", "N", "C", "C", "N", "C", "C", "C", "C", "C", "C", "C", "O", "H", "H", "H", "H", "H", "H", "H", "H", "H", "H", "H", "H", "H", "H", "C", "N", "P", "C", "C", "C", "C", "C", "C", "C", "C", "C", "C", "C", "C", "P", "C", "C", "C", "C", "C", "C", "C", "C", "C", "C", "C", "C", "H", "H", "H", "H", "H", "H", "H", "H", "H", "H", "H", "H", "H", "H", "H", "H", "H", "H", "H", "H", "H", "H", "H", "S", "S", "S", "S", "C", "O", "C", "O", "H", "H", "H"],
  "coordinates": [[12.674, -11.241, 12.921], [10.793, -10.776, 11.727], [9.857, -9.891, 11.584], [8.797, -10.099, 10.687], [7.756, -9.224, 10.553], [7.752, -8.065, 11.277], [8.816, -7.795, 12.144], [9.899, -8.648, 12.281], [10.933, -8.245, 13.183], [11.992, -8.831, 13.552], [12.868, -8.099, 14.461], [14.042, -8.970, 14.900], [13.537, -10.318, 15.089], [13.397, -10.752, 16.301], [12.469, -11.785, 16.654], [12.572, -12.099, 18.069], [11.637, -12.940, 18.638], [10.662, -13.502, 17.818], [10.549, -13.184, 16.465], [11.433, -12.249, 15.812], [11.152, -11.955, 14.600], [8.789, -10.967, 10.065], [7.038, -9.387, 9.778], [7.056, -7.264, 11.083], [8.936, -6.767, 12.529], [10.687, -7.284, 13.565], [12.286, -7.730, 15.338], [13.176, -7.206, 13.944], [14.520, -8.545, 15.807], [14.727, -9.063, 14.074], [13.860, -10.181, 17.062], [13.274, -11.565, 18.707], [11.663, -13.316, 19.693], [9.975, -14.214, 18.232], [9.796, -13.619, 15.794], [9.492, -13.728, 8.770], [10.581, -13.128, 9.471], [11.671, -11.956, 8.818], [10.586, -10.681, 8.064], [11.049, -9.380, 8.239], [10.292, -8.325, 7.747], [9.031, -8.510, 7.253], [8.515, -9.800, 7.154], [9.316, -10.855, 7.476], [12.253, -12.828, 7.269], [11.834, -12.878, 5.911], [12.426, -13.737, 4.940], [13.604, -14.407, 5.245], [14.171, -14.146, 6.508], [13.464, -13.498, 7.543], [11.096, -13.664, 11.065], [9.548, -14.185, 11.776], [9.123, -15.512, 11.967], [7.905, -15.785, 12.485], [7.005, -14.757, 12.734], [7.388, -13.426, 12.591], [8.688, -13.194, 12.180], [11.947, -15.353, 10.750], [11.935, -16.028, 9.531], [12.513, -17.243, 9.414], [13.265, -17.789, 10.441], [13.297, -17.142, 11.704], [12.616, -15.940, 11.857], [9.665, -13.733, 7.667], [8.613, -13.116, 8.992], [9.377, -14.729, 9.122], [12.076, -9.255, 8.721], [10.770, -7.331, 7.859], [8.481, -7.622, 7.039], [7.469, -9.906, 6.775], [8.863, -11.847, 7.464], [10.960, -12.339, 5.552], [11.926, -13.757, 4.006], [14.145, -15.043, 4.575], [15.195, -14.429, 6.623], [13.946, -13.368, 8.518], [9.811, -16.291, 11.696], [7.587, -16.851, 12.571], [5.988, -15.090, 13.076], [6.738, -12.563, 12.859], [8.982, -12.164, 11.935], [11.478, -15.602, 8.642], [12.489, -17.737, 8.452], [13.821, -18.674, 10.330], [13.896, -17.531, 12.601], [12.588, -15.435, 12.834], [13.754, -8.922, 10.916], [15.680, -9.680, 10.558], [15.700, -11.307, 11.903], [14.407, -12.594, 11.148], [13.752, -15.168, 15.315], [13.177, -14.185, 14.443], [13.981, -12.899, 14.316], [15.050, -12.923, 14.824], [12.927, -15.657, 15.870], [14.425, -14.646, 16.003], [14.296, -15.966, 14.793]],
  "lowdin_charge": [1.1343, -0.2812, -0.3470, -0.0465, -0.1106, -0.1274, -0.0600, -0.1368, -0.1312, -0.0423, -0.2150, -0.2107, -0.0494, -0.1073, -0.1419, -0.0512, -0.1573, -0.1271, -0.0033, -0.3994, -0.1559, 0.0825, 0.0928, 0.0796, 0.1070, 0.1054, 0.1214, 0.1004, 0.1162, 0.0836, 0.1029, 0.0953, 0.0918, 0.0776, 0.1114, -0.1857, -0.5146, 1.0312, -0.3570, -0.1084, -0.0975, -0.1176, -0.1197, -0.1301, -0.3187, -0.0838, -0.1087, -0.1096, -0.0849, -0.1140, 1.0155, -0.3612, -0.0928, -0.1247, -0.1151, -0.0730, -0.1038, -0.3120, -0.1243, -0.1256, -0.0978, -0.0767, -0.0962, 0.0821, 0.0698, 0.0592, 0.0545, 0.1125, 0.0859, 0.1110, 0.0726, 0.0846, 0.0723, 0.0803, 0.0869, 0.0356, 0.0936, 0.1091, 0.1031, 0.1157, 0.0765, 0.0934, 0.0950, 0.0687, 0.1176, 0.0862, -0.1911, -0.2194, -0.1958, -0.1061, -0.1448, -0.2750, -0.4802, -0.0464, 0.0744, 0.0655, 0.0590],
  "fmax_ev_per_a": 3.3,
  "energy_ev": -120867.1091,
  "total_charge": -2,
  "spin_multiplicity": 1,
  "de_lowest_ev": 0.000,
  "homo_lumo_gap_ev": 5.45
}